{"formula": "C36H52CdCl2GeN3O10S2Si3", "method": "ωB97M-V/def2-TZVPD", "symbols": ["Cd", "O", "S", "O", "O", "C", "C", "C", "C", "C", "C", "S", "O", "O", "O", "H", "H", "H", "H", "Cl", "C", "C", "C", "Cl", "C", "O", "C", "C", "O", "C", "H", "H", "H", "O", "C", "O", "C", "C", "C", "C", "C", "C", "C", "C", "C", "N", "H", "H", "H", "H", "H", "H", "C", "C", "C", "C", "N", "N", "H", "H", "H", "H", "H", "H", "H", "H", "H", "H", "H", "H", "C", "Si", "C", "C", "Ge", "Si", "C", "C", "C", "Si", "C", "C", "C", "H", "H", "H", "H", "H", "H", "H", "H", "H", "H", "H", "H", "H", "H", "H", "H", "H", "H", "H", "H", "H", "H", "H", "H", "H", "H", "H"], "coordinates": [[-0.31128, -0.43715, 1.59385], [1.46479, 2.43498, 2.50603], [1.77252, 1.07569, 2.90739], [2.96700, 1.01213, 3.69808], [1.80196, 0.09947, 1.79076], [0.43998, 0.49050, 3.98315], [0.90037, -0.22146, 5.08286], [-0.96500, -1.95256, 5.23069], [-2.11250, -1.23065, 4.81095], [-2.10482, -0.05706, 4.08472], [-0.96231, 0.71339, 3.55423], [-1.50461, 2.15504, 2.57728], [-1.05373, 3.42226, 3.11931], [-2.97943, 2.02905, 2.50910], [-0.88496, 1.83841, 1.22628], [1.95817, -0.24428, 5.22964], [-1.36397, -2.74809, 5.85688], [-3.04948, -1.67877, 5.01933], [-3.08932, 0.31710, 3.90240], [2.36771, -3.86692, 7.95266], [1.37075, -3.11845, 6.69114], [0.93246, -1.85871, 6.98438], [0.13573, -1.09993, 5.98424], [-0.91432, 0.11629, 7.02140], [-0.20908, -2.51930, 4.04965], [-0.52073, -2.12816, 2.92227], [0.93174, -3.47264, 4.19350], [1.26206, -4.23609, 3.05046], [0.93657, -4.19423, 1.83977], [1.35101, -3.87833, 5.45357], [1.17852, -1.52703, 7.97568], [1.98211, -4.97068, 3.33554], [1.85221, -4.87605, 5.62421], [-1.48157, 3.15317, -1.70225], [-1.41638, 1.97125, -1.45314], [-0.40839, 1.13126, -1.61774], [-2.70204, 1.30980, -0.98953], [-3.72334, 2.06457, -0.44396], [-4.94699, 1.45217, -0.33484], [-5.13123, 0.09495, -0.66252], [-6.42627, -0.56574, -0.55466], [-6.46266, -1.91711, -0.74373], [-5.29816, -2.68184, -1.03927], [-4.03593, -2.08646, -1.06500], [-3.95838, -0.66377, -0.98245], [-2.78959, 0.03986, -1.15781], [-3.51880, 3.10297, -0.22575], [-5.76046, 1.99970, 0.05201], [-7.29156, -0.07411, -0.42195], [-7.40574, -2.48975, -0.73404], [-5.36869, -3.75717, -1.17008], [-3.12049, -2.71352, -1.20585], [-0.53736, -3.32591, -2.68429], [0.06311, -3.88135, -1.33950], [-0.36047, -5.30193, -0.99026], [1.58641, -3.82479, -1.42076], [-0.63564, -2.95980, -0.35546], [-0.12799, -1.62471, -0.37645], [-0.27991, -4.02524, -3.51378], [-0.17457, -2.33867, -2.87579], [-1.64145, -3.40797, -2.59508], [0.34970, -5.90655, -1.55966], [-1.41377, -5.64834, -1.18271], [-0.20264, -5.37114, 0.09981], [1.97969, -4.25340, -2.35446], [1.99116, -4.36256, -0.57017], [1.95961, -2.77909, -1.35723], [-0.37184, -3.28948, 0.58643], [-0.66478, -1.05058, -1.08188], [0.84828, -1.47163, -0.66706], [-0.27114, 4.37609, -4.27901], [0.34402, 2.63555, -4.21652], [1.57580, 2.45722, -5.61109], [-1.10992, 1.46026, -4.52688], [1.22203, 2.08422, -2.07933], [1.94385, 3.85766, -0.50599], [3.48914, 3.44237, 0.42753], [2.28753, 5.11118, -1.99788], [0.69052, 4.78062, 0.61211], [3.03866, 0.58058, -2.32144], [4.38897, 1.78032, -2.97165], [3.51816, -0.25773, -0.69350], [2.59974, -0.65166, -3.63874], [-1.02869, 4.47454, -5.02332], [0.48788, 5.19704, -4.41096], [-0.75481, 4.41913, -3.30449], [1.14944, 2.53560, -6.58651], [2.00179, 1.43320, -5.72554], [2.39090, 3.23173, -5.57450], [-1.41097, 0.67027, -3.73710], [-0.89523, 0.88255, -5.46736], [-1.94055, 2.11762, -4.73876], [3.91342, 4.34034, 0.84694], [4.22462, 2.97836, -0.18039], [3.24432, 2.81316, 1.30997], [2.59416, 4.70827, -2.99459], [2.89974, 6.04915, -1.80749], [1.30162, 5.51869, -2.13155], [-0.30051, 4.75480, 0.12200], [0.98335, 5.82172, 0.77218], [0.46482, 4.21463, 1.49479], [4.48435, 2.58911, -2.28331], [3.97919, 2.08740, -3.94130], [5.43510, 1.33831, -3.05557], [3.21930, 0.38014, 0.13149], [4.61701, -0.24320, -0.69390], [3.19691, -1.27542, -0.61148], [2.03596, -0.14865, -4.39314], [1.89022, -1.33812, -3.11499], [3.39830, -1.14195, -4.16931]], "forces_ev_per_a": [[-0.760, 0.281, -1.066], [0.045, -0.713, -0.315], [0.280, 1.911, 1.699], [1.044, -0.491, 0.240], [-0.057, -0.225, -0.520], [-0.927, -0.053, 1.294], [-0.280, 0.254, -1.775], [1.654, -1.332, 0.528], [-0.804, 3.251, -2.149], [0.825, -1.414, 1.088], [-0.274, -0.552, 0.431], [-0.714, -0.408, -0.253], [-0.186, -0.415, -0.118], [1.283, 0.147, -0.104], [-0.528, 0.107, 0.210], [0.499, -0.051, -0.118], [0.718, -0.353, 0.383], [-0.880, -0.077, 0.332], [-0.200, 0.481, -0.428], [-0.151, -0.201, 0.141], [0.128, -0.030, -1.439], [0.192, -1.427, -0.537], [-1.621, 1.440, 0.828], [0.303, -0.153, 0.610], [1.710, -0.679, -0.614], [-0.292, -1.048, -0.099], [-2.996, 1.411, -0.626], [0.061, 0.300, -1.133], [0.013, 0.157, 1.112], [1.418, -0.943, 2.791], [-0.175, 0.711, -0.022], [0.922, -1.261, 0.145], [-0.487, 1.133, -0.730], [0.938, 0.357, -0.303], [-0.914, -1.227, 0.775], [0.513, 1.223, 0.361], [0.948, -0.233, -0.043], [-1.203, 0.471, -0.223], [1.064, 0.252, -0.187], [-0.657, -1.054, 0.305], [4.257, -1.783, -0.939], [-0.252, -0.926, -0.596], [1.235, 0.814, 0.615], [-0.430, -0.633, -0.706], [-0.267, 1.321, 0.659], [0.055, -2.803, -0.596], [-0.268, -0.064, 0.217], [-0.940, 0.553, 0.352], [-2.749, 2.020, 0.735], [0.350, 0.580, 0.119], [-0.075, 0.110, 0.075], [-0.816, 0.875, 0.154], [-0.373, -2.880, 0.229], [-1.997, 1.775, -1.378], [-0.332, 0.009, 0.230], [0.201, 0.758, 0.585], [1.894, -0.832, 0.814], [-0.966, 1.940, -1.260], [0.148, 0.646, 0.281], [-0.038, 0.617, -0.297], [0.654, 0.566, -0.115], [-0.276, -0.582, 0.349], [0.910, 0.795, -0.160], [0.229, -0.473, -0.430], [-0.309, 0.069, 0.210], [0.277, -0.055, 0.155], [-0.153, -0.738, -0.155], [-0.157, -0.028, -0.237], [0.281, -0.689, 1.066], [-0.189, -0.694, 0.399], [0.779, 0.750, 0.512], [0.282, -0.175, -0.075], [1.536, -0.615, -0.177], [0.171, -1.768, 0.019], [-0.412, 0.216, 0.751], [-0.720, 1.284, -0.615], [-0.690, -0.491, 0.978], [0.881, 0.468, 0.255], [-0.474, -0.745, -1.588], [0.590, 0.058, 0.507], [0.456, -1.625, -0.105], [0.986, 1.276, -1.041], [-0.746, -0.399, 0.711], [-0.633, 0.160, -0.734], [-0.690, -0.943, 0.257], [-0.085, 0.664, 0.042], [-0.861, 0.605, -0.773], [0.193, 0.672, 0.593], [-0.572, -0.837, 0.127], [0.585, 1.530, -1.175], [-0.203, 0.477, 0.681], [-0.575, 0.005, -0.001], [0.156, 0.598, 0.038], [0.816, -0.541, -0.516], [0.114, 0.250, -0.695], [-0.061, 0.079, 0.808], [-0.291, -1.231, 0.090], [-0.738, 0.130, -0.290], [0.404, 0.296, -0.200], [0.094, -0.161, 0.163], [0.426, -0.065, 0.831], [-0.056, 0.919, 0.253], [0.501, 0.292, 0.073], [-1.378, 0.290, -0.173], [-0.254, -0.354, 0.256], [-0.043, -0.244, 0.071], [-0.325, -0.472, 0.350], [-0.586, 0.367, -0.540], [0.657, 0.043, -0.704], [0.408, -0.581, 0.191]], "e_tot_ha": -7149.632647, "spin_multiplicity": 2, "s2": 0.78, "e_homo_ha": [-0.051, -0.059], "mol_weight_g_mol": 1091.14, "charge": -2, "lumo_energy_ev": [3.82, 3.82]}